1.
89
Properties=species:S:1:pos:R:3:forces:R:3 method="wB97M-V/def2-TZVPD" energy_ha=-4232.87863 spin_multiplicity=2 charge=-2 homo_ev="-2.790 / -2.956" lumo_ev="3.730 / 3.730" relative_energy_kcal_mol=0.00
Cu -0.083468 -0.009220 0.054383 -0.02 0.22 -0.02
O 2.649792 -0.630705 3.053090 -0.07 0.01 -0.05
C 2.019013 -0.170034 2.092856 0.07 -0.06 0.01
O 1.096764 -0.773491 1.456754 0.06 0.04 -0.01
C 2.460840 1.217987 1.584233 -0.09 -0.02 0.00
C 2.870975 1.188320 0.097969 0.06 0.09 0.06
C 3.761314 2.408007 -0.208935 -0.05 -0.02 0.01
C 2.708057 3.548500 -0.235913 -0.03 -0.05 0.02
C 1.420303 2.767350 0.081004 0.09 0.04 0.06
O 1.665220 1.529371 -0.592250 0.01 -0.05 0.01
C 1.407753 2.377169 1.573564 -0.05 -0.05 -0.06
C -0.021978 2.082950 2.075533 -0.02 0.04 0.05
O -0.394620 2.703363 3.078750 -0.01 -0.04 -0.05
O -0.742622 1.291975 1.385489 0.00 0.11 0.05
H 3.311683 1.485172 2.208150 0.01 0.07 0.01
H 3.236476 0.229598 -0.260903 -0.04 -0.02 -0.02
H 4.246620 2.292930 -1.179268 0.00 0.00 0.00
H 4.530843 2.550723 0.550900 0.01 0.00 -0.01
H 2.641194 4.000808 -1.226835 0.01 0.01 0.01
H 2.901269 4.334345 0.495552 0.01 0.01 -0.01
H 0.492391 3.201327 -0.283967 -0.02 -0.04 -0.03
H 1.753619 3.204911 2.190202 0.07 0.02 0.00
C -0.786649 -7.230488 -1.941297 -0.02 0.04 0.01
C -2.149377 -6.568131 -1.768377 0.01 0.00 -0.04
C -3.079210 -7.462230 -0.960060 -0.04 0.06 0.04
C -4.448500 -6.813718 -0.832932 0.08 0.01 0.04
C -4.299685 -5.455999 -0.199133 -0.01 -0.08 -0.02
C -5.312483 -4.907876 0.558929 -0.02 0.02 -0.03
C -5.149397 -3.651716 1.125558 -0.01 -0.01 -0.01
F -6.175238 -3.148311 1.859469 0.00 -0.01 0.00
C -4.003883 -2.927686 0.960804 0.01 0.04 0.05
C -2.962085 -3.470067 0.204797 0.01 -0.03 -0.06
C -1.744199 -2.632028 0.003971 -0.04 -0.02 -0.06
O -1.695567 -1.540064 0.553815 -0.03 -0.05 -0.03
C -0.743176 -3.222843 -0.858291 0.06 0.06 0.00
C -0.957455 -4.468685 -1.337238 -0.13 -0.01 -0.05
N -2.047478 -5.254756 -1.115280 0.03 -0.04 0.07
C -3.101541 -4.737957 -0.369588 0.00 0.05 -0.05
C 0.550334 -2.567504 -1.371761 0.07 0.02 -0.19
O 1.330174 -3.326506 -1.973040 -0.05 0.04 0.04
O 0.693792 -1.325699 -1.231732 -0.06 -0.16 0.03
H -0.937157 -8.269671 -2.239093 0.00 0.00 -0.01
H -0.230730 -7.210841 -1.002204 0.00 -0.02 -0.01
H -0.179598 -6.748626 -2.705085 0.00 -0.01 0.02
H -2.597552 -6.424980 -2.761059 -0.01 0.02 -0.01
H -2.646865 -7.610630 0.034734 0.01 -0.04 -0.01
H -3.146614 -8.435878 -1.448440 0.00 0.00 -0.02
H -5.124955 -7.429159 -0.236681 -0.01 -0.01 0.00
H -4.891974 -6.720148 -1.830294 -0.02 0.02 0.00
H -6.240306 -5.447496 0.709329 0.01 0.01 0.01
H -3.869877 -1.942909 1.391057 0.00 -0.03 -0.01
H -0.180319 -4.867721 -1.969955 0.03 0.01 0.01
C -4.277805 0.524837 -0.266286 0.08 0.00 -0.06
C -3.962583 1.391459 -1.494503 -0.07 -0.06 0.02
C -3.628572 2.803108 -0.992594 0.06 -0.01 0.00
C -5.176811 1.468661 -2.425446 0.06 -0.01 0.06
Si -2.364379 0.747064 -2.322879 -0.12 0.13 0.07
O -1.138942 0.870180 -1.352299 0.14 -0.13 0.00
C -2.062629 1.862999 -3.844236 0.03 -0.05 -0.04
C -1.040294 2.813700 -3.777847 0.02 -0.01 0.03
C -0.767635 3.661182 -4.845463 -0.03 -0.02 -0.03
C -1.514156 3.571017 -6.014190 0.00 -0.02 0.03
C -2.526719 2.624089 -6.108390 0.01 0.00 0.01
C -2.789066 1.780649 -5.034939 0.00 0.03 0.02
C -2.623846 -0.971555 -3.116809 0.04 -0.06 0.02
C -1.551603 -1.448017 -3.884317 -0.02 0.00 0.04
C -1.603765 -2.673182 -4.532550 0.02 -0.02 0.07
C -2.741236 -3.465779 -4.427701 0.02 -0.04 0.07
C -3.809930 -3.029736 -3.657128 0.03 -0.01 0.02
C -3.744871 -1.798979 -3.010084 0.03 0.04 -0.05
H -5.108645 0.961169 0.305736 0.00 0.01 -0.01
H -3.405010 0.457801 0.389249 -0.04 0.01 0.00
H -4.564951 -0.494192 -0.542022 -0.01 0.02 0.01
H -4.483955 3.221601 -0.444535 0.00 0.00 -0.01
H -3.394898 3.477435 -1.823117 -0.01 0.01 0.01
H -2.767073 2.775432 -0.320285 -0.04 0.00 0.00
H -6.047836 1.853962 -1.876760 0.00 0.00 -0.01
H -5.448659 0.492651 -2.836482 -0.02 0.01 0.00
H -4.987905 2.142260 -3.266146 -0.01 0.00 0.01
H -0.443453 2.858224 -2.871397 -0.03 -0.01 -0.03
H 0.035027 4.386656 -4.771584 0.00 0.00 0.01
H -1.301418 4.225936 -6.852092 0.00 0.01 0.01
H -3.104127 2.537951 -7.022963 0.00 0.00 0.01
H -3.570946 1.031758 -5.131136 0.02 0.01 0.00
H -0.647766 -0.850223 -3.951347 -0.01 -0.03 0.01
H -0.745465 -3.022466 -5.094365 0.00 0.01 -0.01
H -2.784429 -4.426907 -4.929978 -0.01 0.00 -0.01
H -4.695787 -3.648366 -3.553217 0.00 0.00 0.01
H -4.595889 -1.486163 -2.416998 0.02 -0.01 0.02

---

2.
125
Properties=species:S:1:pos:R:3:forces:R:3 method="wB97M-V/def2-TZVPD" energy_ha=-5408.12194 spin_multiplicity=1 smiles="O=COCC[C@H]1OC(=O)O[C@@H]1C(=O)NC(=O)F.O=C1OC[C@@H](F)O1.O=C1OC[C@@H](F)O1.O=C1OC[C@@H](F)O1.O=C1OC[C@@H](F)O1.O=C1OC[C@@H](F)O1.O=C1OC[C@@H](F)O1.O=C1OC[C@@H](F)O1.O=C1OC[C@@H](F)O1.O=C1OC[C@@H](F)O1.O=C1OC[C@@H](F)O1" charge=0 homo_ev=-10.931 lumo_ev=-0.161
O -1.408405 -5.509351 -0.395030 0.08 -2.58 -1.07
C -1.449119 -4.353662 -0.227800 -0.43 1.96 1.64
O -1.189563 -3.410285 -1.172523 -0.54 0.18 0.30
C -2.134734 -3.423552 -2.240039 -0.06 0.06 -1.26
C -3.049371 -2.182212 -2.222647 0.51 0.18 0.94
C -3.534216 -1.953034 -0.788181 -0.65 -0.18 -0.98
O -2.680613 -1.210207 0.082548 -0.61 -0.44 0.47
C -3.457043 -1.019677 1.211627 -0.39 -0.87 -3.62
O -3.003907 -0.674920 2.207298 0.89 1.09 3.66
O -4.780252 -1.249231 0.920140 0.30 0.21 0.05
C -4.828423 -1.188760 -0.540095 0.19 -0.49 1.09
C -6.064451 -1.856395 -1.106349 0.35 -0.10 1.82
O -6.679141 -1.309428 -1.934381 -1.09 0.98 -2.31
N -6.499234 -3.136949 -0.613178 -0.16 0.32 0.44
C -6.009223 -4.212241 -1.364295 -1.92 0.50 0.09
O -4.957048 -4.685675 -1.278985 3.02 -1.36 0.37
F -6.870032 -4.718363 -2.216833 -0.87 0.26 -0.44
H -1.746606 -3.982506 0.781797 0.48 0.45 -0.76
H -2.737087 -4.337456 -2.201635 0.10 0.16 0.10
H -1.582095 -3.447350 -3.185469 -0.02 0.01 0.18
H -3.918003 -2.359144 -2.868393 0.13 -0.02 0.07
H -2.534095 -1.292689 -2.599316 -0.02 -0.12 0.08
H -3.730538 -2.933931 -0.322497 0.27 0.13 -0.19
H -4.784808 -0.113342 -0.733746 -0.17 -0.29 -0.84
H -6.328386 -3.259241 0.380815 0.47 -0.05 -0.14
O 3.479605 -2.912657 -1.495744 0.01 0.15 0.01
C 2.942937 -2.831961 -0.439366 0.09 0.09 -0.24
O 3.531358 -2.356759 0.688155 -0.27 -0.20 -0.19
C 2.520173 -2.288626 1.702002 0.15 0.05 0.44
C 1.516396 -3.293079 1.203839 -0.29 0.22 -0.02
F 0.251378 -2.936597 1.540419 0.05 0.01 0.02
O 1.657558 -3.205496 -0.202963 0.46 -0.20 0.18
H 2.113540 -1.277566 1.740820 -0.14 -0.08 -0.05
H 2.924807 -2.540728 2.676658 0.19 -0.02 -0.13
H 1.702288 -4.320418 1.523790 -0.21 -0.01 0.04
O -3.942797 -10.989144 -1.877447 -0.06 0.05 0.04
C -3.860082 -9.829085 -1.658348 -0.14 -0.31 -0.17
O -3.745608 -8.869443 -2.615480 0.03 -0.10 0.48
C -3.813304 -7.602759 -1.956947 0.10 0.39 -0.43
C -3.386287 -7.948799 -0.555567 -0.17 0.09 0.22
F -3.999437 -7.156908 0.363573 -0.02 -0.05 0.14
O -3.860828 -9.275104 -0.407185 0.30 0.04 -0.40
H -4.835618 -7.225523 -1.998161 0.00 -0.03 0.20
H -3.151855 -6.880371 -2.430136 0.07 -0.18 -0.08
H -2.307642 -7.925100 -0.391927 -0.09 0.15 0.12
O -3.325423 4.091691 -1.291888 0.08 0.00 0.05
C -3.329156 3.760503 -0.154419 0.03 -0.10 -0.38
O -4.026902 2.705365 0.338305 0.20 0.29 0.09
C -3.661486 2.557527 1.715136 -0.30 -0.43 0.20
C -3.181134 3.939760 2.065651 0.47 -0.05 0.15
F -2.198030 3.904254 2.995016 -0.02 0.10 -0.02
O -2.637479 4.397390 0.837106 -0.56 -0.08 -0.05
H -2.873684 1.808236 1.802465 0.12 0.17 0.10
H -4.513455 2.243970 2.314452 -0.10 0.00 -0.21
H -3.966614 4.623078 2.394704 0.10 0.05 0.08
O -0.048971 0.711413 -4.228725 0.08 0.01 -0.09
C 1.090241 0.669532 -3.904601 -0.41 -0.22 -0.07
O 1.603130 -0.206960 -3.009630 0.07 0.38 -0.21
C 3.022732 -0.027601 -2.995795 0.17 -0.35 0.42
C 3.166916 1.381569 -3.502539 0.28 -0.06 -0.40
F 4.311474 1.539069 -4.208642 -0.04 0.10 -0.01
O 2.060003 1.510323 -4.384921 -0.10 -0.11 0.60
H 3.487151 -0.758443 -3.659024 0.06 0.14 -0.07
H 3.423906 -0.159034 -1.993987 -0.20 -0.06 0.03
H 3.107710 2.150096 -2.729398 0.10 0.07 -0.09
O 4.586798 -0.726581 3.010496 0.08 0.01 0.02
C 5.546039 -1.416283 2.893482 -0.20 0.12 -0.11
O 5.564138 -2.749822 3.154069 0.15 0.35 -0.09
C 6.849329 -3.243935 2.761668 -0.07 -0.55 0.14
C 7.690130 -2.000409 2.826477 0.35 0.08 -0.47
F 8.677328 -2.025354 1.898332 0.02 0.10 0.05
O 6.768776 -0.975531 2.487157 -0.32 -0.31 0.49
H 6.790534 -3.652470 1.751167 0.09 0.18 -0.06
H 7.196584 -4.021857 3.438031 -0.19 0.10 0.15
H 8.113917 -1.800235 3.808934 0.17 -0.01 -0.22
O 2.804159 3.967396 -10.409231 0.07 -0.03 0.07
C 2.905119 3.613761 -9.284122 -0.01 -0.06 -0.43
O 2.271611 2.533695 -8.755135 0.25 0.35 0.10
C 2.757107 2.364062 -7.420394 -0.39 -0.44 0.13
C 3.242109 3.748588 -7.083790 0.51 -0.07 0.03
F 4.304526 3.715593 -6.241857 -0.02 0.13 0.02
O 3.668736 4.243167 -8.340005 -0.54 -0.11 0.05
H 3.563803 1.628507 -7.418363 0.14 0.18 0.07
H 1.968308 2.023454 -6.756517 -0.13 0.03 -0.20
H 2.475023 4.408254 -6.672973 0.10 0.03 0.10
O -5.379897 9.867437 -1.542781 0.07 -0.03 -0.06
C -4.407731 9.192291 -1.561704 -0.41 0.09 -0.10
O -4.384784 7.865028 -1.267742 0.26 0.34 -0.04
C -3.062784 7.390437 -1.537671 0.01 -0.52 0.19
C -2.249996 8.652396 -1.434702 0.06 0.10 -0.42
F -1.182368 8.627819 -2.277218 0.09 0.09 0.07
O -3.156126 9.645349 -1.874927 -0.11 -0.27 0.45
H -3.029365 6.954605 -2.537228 0.12 0.13 -0.03
H -2.762394 6.635333 -0.815968 -0.20 0.02 0.05
H -1.909779 8.890808 -0.425025 0.15 0.04 -0.08
O 9.145388 -2.385194 5.738257 -0.26 0.11 -0.02
C 8.295026 -1.789045 6.316848 0.69 -0.16 -0.09
O 8.533893 -0.827106 7.236673 -0.39 -0.19 -0.11
C 7.268568 -0.262911 7.598927 0.15 0.35 0.39
C 6.315056 -1.374485 7.246291 -0.40 0.25 -0.31
F 5.116918 -0.894284 6.843893 0.00 -0.11 0.00
O 6.958546 -1.993559 6.142701 0.26 -0.03 0.40
H 7.089229 0.637102 7.008497 -0.15 -0.11 -0.09
H 7.243147 -0.004072 8.654831 0.21 -0.10 -0.01
H 6.163964 -2.110099 8.038624 -0.11 -0.01 -0.05
O -0.655369 -5.677491 2.698580 0.11 0.13 -0.07
C -1.632112 -5.369189 3.287423 0.34 -0.02 -0.06
O -1.914921 -5.759523 4.555567 -0.16 0.18 -0.32
C -3.102577 -5.081022 4.960228 -0.09 -0.21 0.51
C -3.745354 -4.760763 3.639402 -0.10 0.54 -0.14
F -4.447292 -3.601385 3.698846 -0.08 -0.02 -0.14
O -2.633361 -4.575794 2.777926 -0.01 -0.68 0.53
H -2.838667 -4.181879 5.519780 -0.08 0.11 -0.17
H -3.722289 -5.718651 5.586839 0.15 -0.15 -0.06
H -4.383706 -5.553808 3.244000 -0.08 0.10 -0.05
O 1.538384 9.316767 2.591939 -0.08 -0.01 -0.08
C 1.277440 9.880879 1.585407 0.19 -0.33 0.25
O 2.142232 10.054182 0.550846 -0.38 0.14 0.13
C 1.412050 10.654724 -0.522218 0.41 0.04 -0.36
C 0.269996 11.314103 0.204235 -0.35 -0.19 -0.16
F -0.853749 11.332820 -0.552097 -0.08 0.06 0.07
O 0.064600 10.452372 1.309161 0.45 0.22 -0.06
H 1.070406 9.878840 -1.210167 -0.20 0.06 0.06
H 2.030032 11.364086 -1.068123 0.15 -0.06 0.17
H 0.484554 12.322874 0.562341 -0.15 0.03 -0.05